(1)
Here is a molecular structure, C16H19N3O in a non-equilibrium geometry from the Open Molecules 2025 dataset. Energies are from the ωB97M-V functional and the def2-TZVPD basis.

Each line ends with the Löwdin charge.
Geometry (Å):
C1 5.01 0.17 -0.66  -0.182
C2 3.85 -0.55 0.03  -0.123
N1 2.59 0.21 0.04  -0.116
C3 1.41 -0.43 -0.16  -0.069
C4 0.15 0.12 -0.07  -0.072
C5 -1.08 -0.60 -0.40  -0.102
C6 -2.30 0.26 -0.68  -0.196
C7 -3.14 -0.02 -1.77  -0.023
C8 -4.28 0.76 -2.01  -0.082
C9 -4.57 1.85 -1.20  -0.094
C10 -3.69 2.20 -0.18  -0.078
C11 -2.54 1.43 0.06  -0.048
C12 2.66 1.63 0.27  -0.141
C13 4.11 2.03 0.49  -0.181
O1 4.92 1.58 -0.60  -0.134
H1 5.96 -0.15 -0.21  0.122
H2 5.03 -0.10 -1.74  0.130
H3 3.67 -1.49 -0.48  0.116
H4 4.17 -0.76 1.07  0.130
H5 1.51 -1.50 -0.40  0.138
H6 0.07 1.21 0.03  0.088
H7 -0.95 -1.43 -1.08  0.112
H8 -2.88 -0.85 -2.43  0.112
H9 -4.94 0.48 -2.83  0.104
H10 -5.49 2.44 -1.38  0.111
H11 -3.91 3.05 0.47  0.105
H12 -1.83 1.77 0.82  0.108
H13 2.26 2.19 -0.60  0.140
H14 2.06 1.93 1.15  0.134
H15 4.22 3.13 0.44  0.135
H16 4.49 1.66 1.46  0.132
N2 -2.43 -2.52 2.76  0.013
C14 -2.34 -3.67 2.01  -0.185
C15 -1.85 -3.34 0.71  -0.129
N3 -1.64 -1.98 0.71  -0.012
C16 -2.03 -1.53 1.94  -0.234
H17 -2.58 -4.66 2.40  0.081
H18 -1.69 -4.05 -0.12  0.092
H19 -1.99 -0.49 2.15  0.097

For the HOMO-LUMO gap, the calculation gives 7.90 eV. For the HOMO energy, the calculation gives -7.6137 eV. Its multiplicity is 1.

---

(2)
Here is 2 unconnected molecules or ions with the total composition H3N3O2 in a non-equilibrium geometry from the Open Molecules 2025 dataset. Energies are from the ωB97M-V functional and the def2-TZVPD basis.

Each line ends with the Löwdin charge.
Geometry (Å):
N1 -0.35 0.22 -0.37  -0.107
N2 0.19 -0.96 -0.32  0.010
N3 2.33 -0.07 -0.02  -0.337
O1 2.06 1.08 0.13  0.011
O2 3.30 -0.68 -0.08  0.083
H1 -0.81 0.97 0.23  0.159
H2 -0.15 0.59 -1.29  0.096
H3 0.16 -1.26 0.70  0.085

For the HOMO-LUMO gap (alpha / beta), the calculation gives 7.53 / 9.49 eV. For the HOMO energy (alpha / beta), the calculation gives -7.8654 / -8.8337 eV. Its multiplicity is 1.

---

(3)
Here is 9 unconnected molecules or ions with the total composition C32H68NO16 in a non-equilibrium geometry from the Open Molecules 2025 dataset. Energies are from the ωB97M-V functional and the def2-TZVPD basis.

Each line ends with the Löwdin charge.
Geometry (Å):
N1 -33.64 -19.47 1.86  0.430
H1 -34.22 -19.85 1.23  0.063
H2 -32.87 -19.66 1.44  0.041
H3 -33.56 -19.99 2.68  0.099
H4 -33.59 -18.61 2.26  0.079
O1 -33.98 -19.99 -1.32  0.011
C1 -33.19 -19.88 -2.35  -0.393
O2 -33.67 -20.33 -3.59  -0.023
C2 -34.96 -20.45 -3.87  -0.331
C3 -35.21 -21.20 -5.27  -0.047
C4 -31.78 -19.62 -2.33  0.023
H5 -35.55 -19.52 -3.96  0.121
H6 -35.61 -20.98 -3.12  0.125
H7 -34.56 -20.68 -6.01  0.078
H8 -36.32 -21.07 -5.64  0.114
H9 -34.98 -22.23 -5.10  0.036
H10 -31.66 -18.60 -2.27  0.066
H11 -31.24 -19.93 -3.32  0.152
H12 -31.41 -20.15 -1.47  0.076
O3 -33.35 -17.12 0.08  0.093
C5 -34.12 -16.25 -0.25  -0.466
O4 -34.37 -15.14 0.46  0.006
C6 -33.82 -14.77 1.72  -0.191
C7 -34.75 -13.76 2.34  -0.027
C8 -35.03 -16.45 -1.43  0.085
H13 -32.92 -14.40 1.50  0.090
H14 -34.03 -15.59 2.25  0.079
H15 -35.79 -14.07 2.25  0.076
H16 -34.72 -12.84 1.77  0.088
H17 -34.49 -13.58 3.33  0.058
H18 -36.11 -16.44 -1.24  0.124
H19 -34.70 -17.21 -1.89  0.012
H20 -35.19 -15.63 -1.85  0.008
O5 -36.33 -18.51 1.99  0.118
C9 -37.43 -18.10 1.81  -0.428
O6 -38.60 -18.73 1.36  0.001
C10 -38.45 -20.11 1.11  -0.300
C11 -39.64 -20.58 0.29  -0.081
C12 -37.72 -16.62 2.20  0.052
H21 -38.29 -20.89 1.98  0.146
H22 -37.54 -20.29 0.55  0.095
H23 -40.61 -20.58 1.02  0.138
H24 -39.55 -21.47 -0.41  0.082
H25 -39.70 -19.80 -0.46  0.057
H26 -36.99 -15.96 2.56  0.041
H27 -38.53 -16.57 2.72  0.025
H28 -37.89 -16.11 1.28  0.084
O7 -32.50 -21.53 4.21  0.051
C13 -32.02 -20.83 5.11  -0.444
O8 -30.73 -20.49 5.14  -0.013
C14 -29.81 -20.80 4.18  -0.251
C15 -28.49 -20.11 4.56  -0.042
C16 -32.78 -20.43 6.44  0.066
H29 -30.08 -20.31 3.29  0.088
H30 -29.93 -21.87 4.07  0.115
H31 -27.68 -20.49 3.92  0.076
H32 -28.03 -20.40 5.51  0.075
H33 -28.55 -19.01 4.60  0.092
H34 -33.15 -19.41 6.41  0.069
H35 -31.99 -20.75 7.34  0.166
H36 -33.48 -21.06 6.60  -0.013
O9 -30.33 -18.24 1.67  0.068
C17 -29.91 -17.72 0.65  -0.623
O10 -29.10 -18.13 -0.16  0.079
C18 -28.46 -19.52 -0.09  -0.099
C19 -27.60 -19.94 -1.35  -0.036
C20 -30.33 -16.25 0.41  0.039
H37 -29.17 -20.34 0.14  0.110
H38 -28.04 -19.65 0.75  0.034
H39 -26.53 -19.64 -1.27  0.076
H40 -28.20 -19.65 -2.28  0.098
H41 -27.55 -21.05 -1.32  0.078
H42 -29.44 -15.86 0.18  0.037
H43 -30.89 -15.80 1.16  0.034
H44 -30.97 -15.93 -0.50  0.117
O11 -31.44 -21.62 0.68  0.014
C21 -31.26 -22.88 0.62  -0.410
O12 -31.86 -23.70 -0.33  -0.034
C22 -32.81 -23.21 -1.20  -0.261
C23 -33.51 -24.47 -1.78  -0.047
C24 -30.51 -23.60 1.72  0.004
H45 -32.30 -22.57 -2.04  0.154
H46 -33.52 -22.59 -0.63  0.110
H47 -32.78 -25.01 -2.30  0.036
H48 -34.08 -24.11 -2.78  0.136
H49 -33.88 -25.07 -0.94  0.084
H50 -31.15 -23.46 2.68  0.094
H51 -29.52 -23.13 2.12  0.105
H52 -30.35 -24.71 1.53  0.104
O13 -35.65 -21.79 2.17  0.049
C25 -35.43 -23.01 2.13  -0.573
O14 -35.92 -23.77 1.19  -0.003
C26 -36.89 -23.22 0.29  -0.225
C27 -37.31 -24.26 -0.73  -0.044
C28 -34.57 -23.70 3.13  0.018
H53 -36.36 -22.36 -0.25  0.140
H54 -37.71 -22.83 0.89  0.102
H55 -38.23 -23.93 -1.54  0.173
H56 -37.52 -25.05 -0.13  0.032
H57 -36.45 -24.43 -1.29  0.023
H58 -35.13 -24.82 3.24  0.165
H59 -34.54 -22.95 4.04  0.123
H60 -33.63 -24.01 2.74  0.045
O15 -33.45 -17.40 4.32  0.134
C29 -33.91 -16.68 5.08  -0.591
O16 -33.17 -15.82 5.80  -0.035
C30 -31.73 -15.78 5.62  -0.235
C31 -31.24 -14.77 4.57  -0.059
C32 -35.44 -16.49 5.43  0.036
H61 -31.37 -16.84 5.43  0.122
H62 -31.14 -15.42 6.64  0.169
H63 -31.64 -15.28 3.60  0.086
H64 -30.23 -14.85 4.42  0.042
H65 -31.84 -13.88 4.92  0.110
H66 -35.76 -15.39 5.19  0.114
H67 -35.63 -17.01 6.51  0.145
H68 -36.05 -16.92 4.69  0.017

For the HOMO-LUMO gap, the calculation gives 10.59 eV. As for the total charge: +1. For the HOMO energy, the calculation gives -12.0312 eV. Its multiplicity is 1.

---

(4)
Here is a molecular structure, C40H67Cl2F2N2O2P2SSi in a non-equilibrium geometry from the Open Molecules 2025 dataset. Energies are from the ωB97M-V functional and the def2-TZVPD basis.

Each line ends with the Löwdin charge.
Geometry (Å):
C1 1.30 -0.74 5.44  -0.017
C2 0.36 -0.16 4.42  -0.174
C3 0.68 1.10 3.42  -0.192
C4 1.06 0.69 1.88  -0.346
P1 2.23 -0.86 1.87  0.793
N1 1.47 -2.23 1.46  -0.277
C5 -0.18 0.62 0.75  0.056
C6 -1.58 -0.21 1.08  -0.188
F1 -2.14 -0.89 -0.14  -0.043
F2 -1.35 -1.36 2.05  -0.028
C7 -2.78 0.75 1.67  -0.127
C8 -4.16 -0.11 1.93  -0.252
Si1 -5.53 0.11 0.60  0.506
C9 -7.23 -0.28 1.49  -0.238
C10 -5.42 -1.18 -0.86  -0.222
C11 -5.60 1.86 -0.21  -0.227
C12 -4.62 2.34 -1.44  -0.081
C13 -4.76 3.87 -2.12  -0.068
C14 -5.90 4.95 -1.58  -0.049
C15 -6.88 4.39 -0.35  -0.063
C16 -6.74 2.91 0.34  -0.058
N2 0.15 1.35 -0.39  -0.332
S1 -0.91 1.61 -1.80  0.831
C17 1.53 2.00 -0.39  -0.559
C18 2.74 1.39 -1.29  -0.176
C19 2.36 0.15 -2.29  -0.144
C20 2.74 -1.41 -1.85  -0.033
C21 2.42 -2.73 -2.83  -0.048
C22 1.68 -2.57 -4.29  -0.018
C23 1.29 -1.02 -4.76  -0.158
C24 0.53 -0.89 -6.22  -0.115
C25 1.65 0.29 -3.78  -0.019
P2 1.44 3.84 -0.99  0.584
O1 2.90 4.72 -0.58  -0.348
Cl1 1.37 3.96 -3.13  0.190
C26 1.73 2.11 1.27  -0.549
Cl2 0.69 3.66 1.57  0.666
C27 3.27 2.45 1.76  -0.154
C28 3.38 3.61 2.91  -0.263
O2 3.56 5.00 2.37  -0.141
H1 1.12 -1.90 5.70  0.090
H2 2.11 -0.09 5.96  0.077
H3 -0.73 -0.65 4.42  0.110
H4 -0.25 1.83 3.52  0.116
H5 1.65 1.63 3.88  0.124
H6 2.84 -1.11 3.16  0.031
H7 3.32 -0.50 0.98  -0.005
H8 1.90 -2.60 0.58  -0.043
H9 -2.43 1.15 2.73  0.127
H10 -2.94 1.69 0.99  0.120
H11 -4.64 0.15 2.99  0.105
H12 -3.93 -1.28 1.99  0.113
H13 -8.13 0.00 0.77  0.066
H14 -7.20 -1.45 1.72  0.063
H15 -7.27 0.36 2.50  0.049
H16 -6.37 -0.97 -1.53  0.059
H17 -4.46 -1.06 -1.51  0.033
H18 -5.49 -2.29 -0.47  0.055
H19 -3.81 1.61 -1.88  0.043
H20 -4.04 4.20 -2.99  0.076
H21 -6.03 6.02 -2.06  0.092
H22 -7.73 5.12 0.04  0.087
H23 -7.45 2.56 1.24  0.092
H24 -1.34 2.95 -1.62  -0.051
H25 3.62 0.99 -0.58  0.113
H26 3.28 2.21 -1.98  0.104
H27 3.28 -1.69 -0.84  0.049
H28 2.72 -3.82 -2.48  0.092
H29 1.43 -3.52 -4.96  0.105
H30 0.73 -1.92 -6.80  0.091
H31 -0.63 -0.88 -6.00  0.091
H32 0.90 0.00 -6.88  0.078
H33 1.34 1.33 -4.21  0.048
H34 3.69 4.41 -1.12  0.076
H35 3.95 2.82 0.85  0.133
H36 3.84 1.50 2.20  0.120
H37 2.54 3.61 3.72  0.110
H38 4.39 3.40 3.50  0.144
H39 2.72 5.48 2.63  0.099
C29 -0.22 -4.18 10.52  -0.116
C30 -1.65 -4.45 10.06  -0.272
C31 -1.74 -4.87 8.60  -0.226
C32 -1.27 -3.83 7.58  -0.234
C33 -1.98 -2.48 7.64  -0.276
C34 -3.47 -2.56 7.35  -0.113
H40 0.23 -3.34 9.97  0.064
H41 -0.21 -3.92 11.58  0.072
H42 0.41 -5.06 10.38  0.077
H43 -2.27 -3.56 10.25  0.099
H44 -2.06 -5.25 10.69  0.108
H45 -2.78 -5.15 8.38  0.103
H46 -1.16 -5.79 8.45  0.111
H47 -1.40 -4.25 6.57  0.109
H48 -0.19 -3.67 7.70  0.094
H49 -1.51 -1.81 6.90  0.082
H50 -1.82 -2.01 8.62  0.102
H51 -3.64 -2.99 6.35  0.074
H52 -3.91 -1.56 7.36  0.070
H53 -3.99 -3.17 8.09  0.070
C35 4.69 -0.04 -6.47  -0.119
C36 5.40 0.60 -7.65  -0.270
C37 4.44 1.22 -8.67  -0.226
C38 3.49 0.24 -9.35  -0.230
C39 4.16 -0.92 -10.10  -0.274
C40 5.05 -0.46 -11.25  -0.113
H54 4.06 -0.88 -6.78  0.063
H55 5.42 -0.42 -5.75  0.072
H56 4.06 0.69 -5.94  0.063
H57 6.05 -0.13 -8.13  0.102
H58 6.06 1.40 -7.27  0.106
H59 5.03 1.75 -9.43  0.103
H60 3.84 1.99 -8.17  0.107
H61 2.86 0.80 -10.06  0.111
H62 2.80 -0.18 -8.61  0.081
H63 3.38 -1.57 -10.50  0.105
H64 4.75 -1.53 -9.41  0.099
H65 4.47 0.12 -11.98  0.077
H66 5.47 -1.32 -11.77  0.073
H67 5.88 0.16 -10.90  0.067

For the HOMO-LUMO gap, the calculation gives 5.57 eV. As for the total charge: +1. For the HOMO energy, the calculation gives -10.6860 eV. Its multiplicity is 1.